Entry from the OMol25 dataset: one molecule with the formula C5H3N in a non-equilibrium geometry (ωB97M-V/def2-TZVPD).

Properties
LUMO energy: 0.58 eV
gap between HOMO and LUMO: 9.82 eV
energy above the lowest of the compared OMol25 structures with the same formula, charge and spin: 52.0 kcal per mole

Positions of all 9 atoms, in Å:
C -0.417 0.520 -1.868
C -1.109 0.351 -2.842
C -2.879 0.656 -4.070
C -0.115 -0.476 0.188
C 0.059 0.634 -0.522
N -1.858 0.143 -3.877
H 0.024 -0.436 1.293
H -0.316 -1.393 -0.251
H 0.273 1.591 -0.239

=====

Entry from the OMol25 dataset: one molecule with the formula C5H3N3 in a non-equilibrium geometry (ωB97M-V/def2-TZVPD).

Properties
LUMO energy: -2.61 eV
gap between HOMO and LUMO: 6.71 eV
energy above the lowest of the compared OMol25 structures with the same formula, charge and spin: 152.6 kcal per mole

Positions of all 11 atoms, in Å:
C -1.493 0.767 0.592
C -1.467 0.272 -0.785
C -0.121 -0.465 -0.632
C 1.713 -0.685 0.498
C 0.417 -0.288 0.651
H -2.389 1.203 0.891
H -1.942 0.532 -1.651
H 2.420 -1.187 1.234
N 1.010 -0.002 -1.590
N 2.173 -0.644 -0.720
N -0.323 0.497 1.512

=====

Entry from the OMol25 dataset: one molecule with the formula C5H3N3 in a non-equilibrium geometry (ωB97M-V/def2-TZVPD).

Properties
LUMO energy: -2.46 eV
gap between HOMO and LUMO: 7.70 eV
energy above the lowest of the compared OMol25 structures with the same formula, charge and spin: 133.5 kcal per mole

Positions of all 11 atoms, in Å:
C -0.919 2.176 0.221
C -0.122 1.268 -0.467
C 0.007 0.008 -0.176
C -0.154 -0.693 0.997
C 0.781 -1.968 -0.311
H 0.379 1.690 -1.487
H -0.120 0.062 2.013
H 1.306 -2.826 -0.996
N -1.911 3.124 0.318
N 0.436 -1.864 1.104
N 0.317 -0.978 -1.217

=====

Entry from the OMol25 dataset: C5H3N3 as an isolated structure in a non-equilibrium geometry (ωB97M-V/def2-TZVPD).

Properties
LUMO energy: -1.95 eV
gap between HOMO and LUMO: 7.41 eV
energy above the lowest of the compared OMol25 structures with the same formula, charge and spin: 56.0 kcal per mole

Positions of all 11 atoms, in Å:
C 1.768 -0.316 -0.064
C 1.216 0.977 0.123
C -0.219 0.693 0.044
C -2.156 -0.113 -0.035
C -0.179 -0.860 0.141
H 2.893 -0.419 -0.074
H 1.948 1.754 0.101
H -3.200 -0.115 -0.213
N -1.393 1.117 -0.060
N -1.585 -1.249 0.122
N 0.907 -1.470 -0.084